# 1
# C2H8N4

A molecular structure, C2H8N4 (ωB97M-V/def2-TZVPD, the OMol25 dataset).

Values from the calculation:
- Spin multiplicity: 1
- Energy above the lowest of the compared OMol25 structures with the same formula, charge and spin: 112.32 kcal per mole
- Charge: 0
- E: -299.8517 a.u.

The geometry in XYZ format:
```
14
Properties=species:S:1:pos:R:3:mulliken_charge:R:1
C 0.13004 -1.63723 -0.16863 -0.630
N -0.00597 -0.20648 -0.43724 -0.083
C -0.20291 0.75906 0.38802 0.536
N 1.65683 0.26828 -1.07068 -0.624
N -1.86094 -0.06633 0.81443 -0.733
N -0.10258 1.93620 0.73199 -0.586
H 1.46066 1.06725 -1.67574 0.250
H 2.23537 0.62388 -0.30416 0.251
H -2.06539 0.56729 1.58596 0.264
H -2.44571 0.15632 0.01160 0.229
H 0.71438 2.47427 0.47156 0.245
H 0.88565 -2.01602 -0.84954 0.327
H -0.83333 -2.10448 -0.36020 0.296
H 0.43388 -1.82199 0.86262 0.258
```

# 2
# C18H34AsN4O4PRuS4Sb

A molecular structure, C18H34AsN4O4PRuS4Sb (ωB97M-V/def2-TZVPD, the OMol25 dataset).

Values from the calculation:
- Spin multiplicity: 6
- Charge: 0
- E: -5731.3015 a.u.

The geometry in XYZ format:
```
68
Properties=species:S:1:pos:R:3:mulliken_charge:R:1
Ru -1.32908 0.31416 0.44781 2.009
O 1.02770 0.35514 -0.06234 0.869
C 2.09355 1.06438 0.11362 -0.750
C 3.38136 0.48602 -0.02011 -0.504
C 4.53114 1.20388 0.23995 -0.625
C 4.46618 2.53661 0.63961 -1.000
C 3.22651 3.13599 0.75810 -0.597
C 2.04815 2.42916 0.50729 0.516
C 0.75449 3.07059 0.69476 -0.252
N -0.35971 2.53023 1.17889 -0.110
C -1.26695 3.56357 1.29724 -0.874
C -0.71126 4.72165 0.86232 -0.690
N 0.56771 4.39531 0.48102 -0.026
H 3.43587 -0.54905 -0.33741 0.378
H 5.49535 0.71832 0.15005 0.446
H 5.36747 3.09168 0.85978 0.400
H 3.16237 4.16650 1.09027 0.484
H -2.24631 3.41116 1.71021 0.698
H -1.10431 5.71929 0.78389 0.462
H 1.24619 5.01755 0.07953 0.258
S -4.29392 -0.65000 -2.11564 -0.379
As -5.10925 0.32762 -0.41067 0.143
S -3.36557 1.56647 0.20801 -0.320
S -3.02387 -1.86277 0.96257 0.004
S -4.95286 -1.26245 1.30892 -0.227
N -1.80657 -3.23862 3.78223 -0.514
C -0.38517 -3.09835 3.44847 -0.379
P -0.02197 -1.30952 3.65448 0.523
O 0.06617 -0.94440 5.08782 -0.784
O -0.90961 -0.47026 2.75115 -1.292
C 1.69008 -0.97516 2.95023 -0.302
N 1.71137 0.51753 3.06166 -0.023
H -2.70037 -2.14614 2.25386 -0.018
H -1.99776 -2.82161 4.68723 0.217
H -2.09877 -4.20696 3.80883 0.199
H -0.20793 -3.40306 2.41289 0.149
H 0.26961 -3.67602 4.10820 0.401
H 1.80383 -1.27831 1.91128 -0.013
H 2.49664 -1.37677 3.55809 0.555
H 0.91496 0.86071 2.50716 -0.226
H 2.56264 0.95860 2.71243 0.349
H 1.50711 0.76500 4.03463 0.431
C -0.61461 -3.81794 -2.58967 -0.632
C 0.76657 -3.18673 -2.34029 -0.573
C 0.58602 -2.53233 -0.97580 0.295
O -0.76035 -2.05478 -0.99086 0.520
C -1.54239 -3.10308 -1.58817 -0.524
H -0.58834 -4.88707 -2.38194 0.279
H -0.95019 -3.68089 -3.61628 0.319
H 0.98797 -2.41933 -3.08375 0.203
H 1.57284 -3.91908 -2.34007 0.387
H 1.23074 -1.67866 -0.80317 -0.606
H 0.70907 -3.28203 -0.17796 0.245
H -2.41387 -2.63862 -2.04513 0.079
H -1.88196 -3.79531 -0.81450 0.364
C -1.38125 -0.31437 -4.17576 -1.229
Sb -1.05220 0.82303 -2.37706 0.337
C 0.74424 1.82515 -3.01926 -1.454
C -2.37026 2.42812 -2.94391 -1.248
H -1.46516 0.38759 -5.00337 0.550
H -2.30749 -0.87341 -4.06753 0.303
H -0.54795 -0.99453 -4.34958 0.345
H 0.65020 2.08413 -4.07288 0.585
H 1.60396 1.17154 -2.87476 0.378
H 0.89154 2.73000 -2.43000 0.329
H -2.08499 2.82628 -3.91834 0.472
H -2.33526 3.21547 -2.19157 0.347
H -3.38210 2.02921 -2.98670 0.342
```

# 3
# C72H154N8O9

9 unconnected molecules or ions with the total composition C72H154N8O9 (ωB97M-V/def2-TZVPD, the OMol25 dataset).

Values from the calculation:
- Spin multiplicity: 1
- SMILES string: CC1(C)CCCC(C)(C)N1O.CC1(C)CCCC(C)(C)N1O.CC1(C)CCCC(C)(C)N1O.CC1(C)CCCC(C)(C)N1O.CC1(C)CCCC(C)(C)N1O.CC1(C)CCCC(C)(C)N1O.CC1(C)CCCC(C)(C)N1O.CC1(C)CCCC(C)(C)N1O.O
- Charge: 0
- E: -3950.5253 a.u.

The geometry in XYZ format:
```
243
Properties=species:S:1:pos:R:3:mulliken_charge:R:1
C 18.08918 11.23628 10.00802 -1.487
C 19.22689 11.76832 10.90104 1.884
C 19.53280 10.77306 11.99393 -2.127
C 20.48807 11.92344 10.00278 -1.317
C 20.36257 13.10654 9.07515 -0.755
C 20.13924 14.36481 9.90450 -1.057
C 18.92457 14.21896 10.82933 3.020
C 18.98023 15.40648 11.85245 -2.984
C 17.63714 14.30006 10.06766 -1.787
N 19.03630 13.00084 11.63770 -0.128
O 17.81221 12.88140 12.35464 -0.507
H 17.14319 11.65946 10.34859 0.263
H 18.23666 11.51666 8.95533 0.283
H 17.95354 10.17610 10.14983 0.434
H 20.40471 11.02672 12.59654 0.378
H 18.65310 10.69162 12.59434 0.528
H 19.66418 9.73905 11.67117 0.464
H 21.35203 12.05969 10.63306 0.424
H 20.63382 10.90456 9.57438 0.342
H 21.28483 13.21235 8.49230 0.401
H 19.61776 13.06255 8.30156 0.350
H 19.97755 15.28854 9.29337 0.308
H 20.97529 14.48480 10.61479 0.377
H 18.84074 16.32898 11.33726 0.531
H 19.98894 15.32970 12.36551 0.523
H 18.18966 15.34026 12.59861 0.435
H 16.80012 13.70712 10.53986 0.089
H 17.72068 13.81867 9.08471 0.226
H 17.26990 15.30017 9.78632 0.440
H 18.00851 12.89038 13.29595 0.369
C 14.81154 16.21053 7.83536 -1.992
C 13.59800 15.75740 8.59961 2.051
C 12.68051 14.97753 7.71943 -2.023
C 14.04707 14.85183 9.75409 -1.273
C 14.43421 15.54009 11.03745 0.232
C 13.50052 16.62510 11.42663 -1.279
C 13.33664 17.63503 10.21271 2.235
C 12.26015 18.65396 10.55750 -1.922
C 14.69762 18.36454 10.08332 -1.409
N 12.77148 16.87603 9.05458 -0.116
O 12.61164 17.69864 7.91601 -0.513
H 15.56951 15.41303 7.84321 0.421
H 14.52551 16.46562 6.81217 0.480
H 15.28551 17.09789 8.21379 0.387
H 13.10232 14.02242 7.42373 0.384
H 11.76026 14.82161 8.31981 0.483
H 12.38394 15.59853 6.84370 0.340
H 13.16220 14.19624 10.02580 0.304
H 14.83552 14.16534 9.40240 0.558
H 14.55878 14.77307 11.81625 0.584
H 15.39856 15.95692 11.00819 -0.403
H 13.85425 17.15970 12.29607 0.159
H 12.46181 16.36590 11.69876 0.405
H 12.12995 19.43207 9.79617 0.372
H 12.51809 19.16882 11.51791 0.245
H 11.24462 18.24869 10.52114 0.479
H 15.58521 17.77176 10.13259 0.184
H 14.87077 18.99775 11.00032 -0.156
H 14.83405 19.09818 9.29018 0.478
H 13.41536 18.04229 7.61151 0.375
C 17.42728 25.95520 9.50655 -2.241
C 15.91056 25.80803 9.75523 2.819
C 15.52335 25.50981 11.20167 -0.944
C 15.10472 27.07545 9.40615 -1.940
C 13.58352 26.92241 9.16653 -0.265
C 13.30052 25.81015 8.15674 -1.421
C 14.01126 24.50940 8.55984 1.539
C 13.15098 23.75813 9.57813 -1.633
C 13.94788 23.55158 7.30024 -1.677
N 15.47181 24.72958 8.81446 0.009
O 16.11189 23.46868 9.14245 -0.334
H 17.74579 26.97352 9.58626 0.435
H 18.03833 25.39351 10.22696 0.127
H 17.65612 25.62991 8.51989 0.527
H 15.92566 26.33044 11.78916 0.710
H 14.42451 25.50805 11.33720 -0.022
H 15.95390 24.59992 11.62516 -0.353
H 15.38759 27.80935 10.14457 0.483
H 15.57864 27.51678 8.54517 0.602
H 13.22049 26.75900 10.18000 0.078
H 13.18303 27.89068 8.76852 0.417
H 13.64368 26.13386 7.18352 0.409
H 12.22044 25.54709 8.01652 0.368
H 13.69881 22.87158 9.87865 0.503
H 12.28567 23.33100 9.07215 0.586
H 12.82255 24.35152 10.44482 0.046
H 12.90520 23.49393 6.94709 0.425
H 14.32629 22.55349 7.63081 0.183
H 14.70732 23.82218 6.53637 0.426
H 15.54986 23.00437 9.82265 0.280
C 23.07484 24.87263 15.69838 -1.522
C 23.18305 23.93463 16.95350 1.859
C 23.84352 22.61336 16.53144 -1.438
C 23.98496 24.54078 18.13404 -0.945
C 23.67597 23.79637 19.37166 -0.776
C 22.22371 23.49177 19.69728 -1.358
C 21.40832 22.97163 18.53296 1.792
C 21.57896 21.44980 18.36151 -1.202
C 19.84022 23.26552 18.73188 -1.543
N 21.72401 23.83640 17.38001 -0.343
O 20.99704 23.31850 16.25180 0.211
H 24.03220 25.34476 15.50151 0.478
H 22.89636 24.25725 14.82630 -0.157
H 22.26576 25.56428 15.84217 0.500
H 23.24205 21.89956 16.00374 -0.496
H 24.61080 22.81821 15.73331 0.569
H 24.42204 22.14387 17.34482 0.487
H 25.05761 24.44532 17.84545 0.302
H 23.72749 25.60685 18.24305 0.342
H 24.10166 22.82703 19.34208 0.371
H 24.10868 24.30211 20.26276 0.395
H 21.71988 24.32150 20.19527 0.500
H 22.21608 22.72590 20.48558 0.331
H 21.15256 21.00232 17.43838 -0.415
H 21.01987 21.07558 19.21160 0.729
H 22.63708 21.17031 18.42980 0.242
H 19.57074 22.69600 19.63183 0.516
H 19.25079 22.91820 17.85803 -0.060
H 19.64938 24.33869 18.79951 0.415
H 20.25898 23.92558 16.15560 0.245
C 14.55055 24.73698 14.77241 -0.827
C 13.37018 23.73886 14.59414 3.101
C 13.64514 22.80932 13.40762 -1.380
C 13.30206 22.85499 15.83150 -0.465
C 12.71986 23.49086 17.05427 -0.985
C 11.45921 24.17450 16.69244 -1.299
C 11.52321 25.05805 15.50537 1.825
C 10.12241 25.47510 15.13083 -2.006
C 12.33481 26.35332 15.89832 -1.587
N 12.05100 24.29051 14.36742 -0.003
O 12.19913 25.30961 13.31367 -0.480
H 14.59321 25.58988 14.06661 -0.033
H 14.61967 25.14302 15.78326 0.312
H 15.43806 24.14729 14.60004 0.068
H 13.82165 23.43459 12.54207 -0.522
H 14.54829 22.25354 13.56826 -0.375
H 12.85786 22.12122 13.19505 0.706
H 12.75533 21.92098 15.60880 0.489
H 14.27845 22.46867 16.08503 -0.687
H 12.56676 22.68872 17.80540 0.461
H 13.37537 24.13852 17.61526 0.358
H 11.09874 24.78246 17.54537 0.409
H 10.67485 23.39519 16.51160 0.317
H 9.53555 24.67078 14.66563 0.428
H 10.12881 26.37561 14.51737 0.372
H 9.69708 25.72738 16.06477 0.514
H 11.72269 27.02418 16.49282 0.449
H 12.64932 26.93150 15.00366 0.269
H 13.16703 26.20698 16.60278 0.354
H 12.19635 24.76202 12.47628 0.312
C 23.39052 22.36938 12.70770 0.355
C 23.12364 22.15996 11.25554 1.556
C 24.45228 21.99554 10.51393 -1.992
C 22.41038 20.77793 11.12995 -0.113
C 21.82713 20.49403 9.67944 -0.893
C 20.96097 21.72721 9.27797 -1.411
C 21.68526 23.04015 9.32185 1.534
C 22.73074 23.20123 8.15637 -1.652
C 20.59909 24.07824 9.12458 -1.542
N 22.27563 23.29819 10.67495 1.306
O 23.05020 24.50076 10.60168 -0.583
H 24.10217 21.60117 13.07323 -1.047
H 23.75227 23.42050 12.86300 0.713
H 22.47491 22.26378 13.30146 -0.454
H 24.90204 22.94775 10.39016 0.417
H 25.14210 21.42308 11.16461 0.399
H 24.38954 21.54702 9.55895 0.304
H 23.16812 20.04270 11.45304 -0.001
H 21.53979 20.81155 11.79298 -0.571
H 22.70292 20.30087 9.03392 0.467
H 21.19083 19.55635 9.73868 0.374
H 20.04525 21.70685 9.83419 -0.075
H 20.71963 21.56721 8.23970 0.660
H 23.48581 22.37968 8.03246 0.222
H 23.20235 24.17120 8.40940 0.405
H 22.13244 23.21918 7.22352 0.471
H 19.64695 23.75589 9.61094 -0.022
H 20.25899 24.27909 8.12889 0.550
H 20.74624 25.06840 9.56113 0.372
H 22.64492 25.25564 11.06244 0.352
C 18.33110 22.15013 12.28265 -1.747
C 18.32356 21.27388 13.53542 2.571
C 19.72469 21.04792 14.14053 0.415
C 17.56928 22.05105 14.62998 -0.483
C 17.16683 21.16750 15.79570 -0.615
C 16.48262 19.96043 15.25831 -2.067
C 17.23218 19.12255 14.18788 2.586
C 18.41756 18.31129 14.84432 -2.037
C 16.25120 18.16092 13.60808 -2.034
N 17.53316 20.09160 13.17731 1.039
O 18.22973 19.39850 12.16089 -0.281
H 17.32352 22.18655 11.83150 0.385
H 18.73717 23.12486 12.47162 0.601
H 19.07875 21.76842 11.56322 -0.983
H 20.33347 20.27422 13.67483 0.205
H 20.24920 22.01432 14.11796 -0.365
H 19.68356 20.78424 15.18863 -0.487
H 18.21659 22.87639 14.90608 0.504
H 16.67193 22.47872 14.15038 -1.266
H 18.04069 20.93910 16.39795 0.143
H 16.56060 21.68442 16.50571 0.924
H 15.55148 20.21730 14.71395 0.360
H 16.21053 19.23760 16.06362 0.381
H 19.06978 17.82116 14.09008 0.168
H 17.97340 17.55431 15.44804 0.542
H 19.04850 18.91024 15.45802 0.379
H 15.44966 18.71119 13.09294 0.252
H 15.78135 17.71949 14.47021 0.537
H 16.73293 17.36684 13.04350 -0.106
H 17.74170 19.66326 11.37814 0.247
C 25.73035 19.21680 13.32392 -1.436
C 25.59410 17.98434 14.26946 2.015
C 26.25870 16.81747 13.60880 -2.143
C 26.30042 18.31065 15.56784 -2.062
C 25.46335 19.23556 16.42430 0.275
C 24.17215 18.53962 16.74121 -1.188
C 23.30368 18.25329 15.47878 1.270
C 22.14107 17.36465 15.80751 -1.365
C 22.79918 19.63022 14.96142 1.153
N 24.17000 17.47753 14.57212 -0.063
O 23.45857 17.40164 13.35731 -0.297
H 25.12859 19.06566 12.42530 0.157
H 25.41854 20.13951 13.82223 0.096
H 26.79204 19.22858 13.09101 0.547
H 26.04708 15.84505 14.10014 0.433
H 26.01484 16.70182 12.55255 0.478
H 27.34414 16.91341 13.66612 0.449
H 26.48902 17.39995 16.11719 0.409
H 27.30093 18.63212 15.30627 0.502
H 26.09573 19.43670 17.33234 0.392
H 25.36537 20.24961 15.94515 -0.113
H 23.52281 19.13956 17.40203 0.063
H 24.39854 17.65056 17.30393 0.378
H 21.54200 17.08764 14.92313 0.042
H 21.49802 17.91746 16.50784 0.356
H 22.37858 16.41839 16.35321 0.373
H 23.53868 20.42164 15.14409 -0.826
H 21.86956 19.89049 15.48678 -0.459
H 22.56326 19.67540 13.89505 0.237
H 23.87007 16.66405 12.89358 0.356
O 20.76236 24.93325 12.66098 -0.686
H 21.26004 25.07587 13.44641 0.257
H 21.16842 24.14454 12.22307 0.270
```